{
  "formula": "C6Cl8GeMnS4",
  "method": "ωB97M-V/def2-TZVPD",
  "species": ["Cl", "S", "Cl", "S", "C", "Mn", "S", "Ge", "C", "C", "C", "Cl", "C", "C", "Cl", "Cl", "Cl", "Cl", "S", "Cl"],
  "coordinates": [[1.03869, 3.08907, 2.19616], [-1.63221, -2.00959, 1.45993], [-0.00631, 0.62505, -5.09067], [1.65801, -1.82042, 2.98957], [-0.60408, 1.29333, -1.18748], [0.47808, -0.71480, 1.23440], [-1.36513, -3.21784, 3.00537], [0.06167, 1.26292, 2.78084], [0.11304, 0.27084, -0.56061], [0.73503, -0.61599, -1.41264], [-0.64191, 1.40495, -2.57568], [-1.50541, 2.42505, -0.25729], [0.03580, 0.48523, -3.38207], [0.73917, -0.56569, -2.80077], [-1.52611, 2.67380, -3.32031], [1.57157, -1.72857, -3.74219], [0.72729, 0.97732, 4.80829], [1.59896, -1.95819, -0.60939], [0.57000, -3.48174, 3.43529], [-2.04615, 1.60526, 3.02927]],
  "forces_ev_per_a": [[0.0, 0.0, 0.0], [0.0, 0.1, 0.0], [0.0, 0.0, 0.0], [-0.2, 0.0, 0.0], [0.0, -0.2, 0.2], [-0.3, 0.0, 0.2], [-0.3, -0.1, 0.0], [0.1, 0.1, 0.0], [-0.1, 0.0, 0.0], [0.3, -0.3, -0.1], [0.0, 0.0, -0.1], [0.1, 0.0, 0.1], [0.0, -0.1, -0.1], [-0.1, 0.2, 0.2], [0.0, 0.0, 0.0], [0.0, 0.0, 0.0], [0.0, 0.0, 0.0], [0.0, 0.2, -0.3], [0.4, 0.1, -0.1], [0.0, 0.0, 0.0]],
  "multiplicity": 6,
  "largest_force_ev_per_a": 0.44,
  "de_lowest_kj_mol": 0.00,
  "e_tot_ha": -8730.97419,
  "s2": 9.09,
  "gap_ev": [5.986, 6.094]
}